Entry 1:
{
  "formula": "C17H19N6S2Yb",
  "method": "wB97M-V/def2-TZVPD",
  "species": ["Yb", "C", "C", "N", "C", "S", "N", "N", "C", "C", "C", "C", "C", "C", "C", "N", "H", "H", "H", "H", "H", "H", "H", "H", "H", "H", "H", "H", "H", "N", "C", "N", "C", "C", "C", "C", "C", "C", "S", "H", "H", "H", "H", "H", "H"],
  "positions_angstrom": [[-1.9463, 0.1965, 0.4946], [0.9001, 5.3491, -0.5796], [0.5951, 4.9063, 0.8477], [0.9769, 3.5271, 1.0379], [0.1944, 2.4621, 1.0478], [-1.5622, 2.7374, 0.9662], [0.8022, 1.2948, 1.1594], [0.0645, 0.1842, 1.3432], [0.6576, -0.9444, 1.6428], [2.1352, -1.0499, 1.7793], [-0.2429, -2.0679, 1.9406], [0.2447, -3.2834, 2.4263], [-0.6411, -4.2722, 2.8241], [-2.0044, -4.0245, 2.7384], [-2.4282, -2.8158, 2.2113], [-1.5870, -1.8576, 1.7976], [0.5959, 6.3824, -0.7101], [0.3513, 4.7348, -1.2884], [1.9635, 5.2675, -0.7927], [-0.4672, 5.0072, 1.0679], [1.1567, 5.5199, 1.5547], [1.9727, 3.3449, 1.0917], [2.6000, -0.2060, 1.2742], [2.5074, -1.9743, 1.3496], [2.4214, -1.0150, 2.8308], [1.3071, -3.4476, 2.5002], [-0.2785, -5.2116, 3.2087], [-2.7280, -4.7539, 3.0661], [-3.4887, -2.5974, 2.1176], [-1.3864, 2.6141, -2.3602], [-0.8715, 1.3873, -2.4736], [-1.2430, 0.3625, -1.7136], [-0.5476, -0.7928, -2.0798], [-0.7718, -2.0642, -1.5520], [-0.0480, -3.1276, -2.0636], [0.8776, -2.9393, -3.0885], [1.0973, -1.6863, -3.6321], [0.3804, -0.6187, -3.1174], [0.3803, 1.0529, -3.6318], [-2.1697, 2.7934, -1.7396], [-1.1748, 3.3011, -3.0670], [-1.5694, -2.2290, -0.8146], [-0.2236, -4.1196, -1.6790], [1.4077, -3.7880, -3.4909], [1.7900, -1.5384, -4.4443]],
  "forces_ev_per_angstrom": [[0.233, 0.023, -0.308], [-0.136, 0.069, 0.263], [-0.088, 0.488, -0.390], [0.318, -0.189, 0.093], [-0.521, -0.321, 0.151], [-0.174, -0.836, 0.150], [1.077, 0.022, 0.006], [0.069, -0.248, 0.124], [-0.094, 0.901, -0.167], [-0.075, 0.161, -0.181], [-0.420, -0.645, 0.205], [-0.109, 0.539, -0.245], [-0.398, 0.217, -0.073], [0.161, 0.020, -0.028], [-0.064, 0.102, -0.111], [0.350, 0.298, -0.072], [0.031, 0.154, -0.086], [-0.057, -0.086, -0.106], [0.072, 0.022, -0.049], [0.145, 0.085, 0.064], [-0.110, -0.098, 0.047], [-0.123, -0.195, 0.045], [-0.008, -0.066, 0.072], [0.016, -0.150, -0.013], [0.019, -0.021, 0.097], [0.089, 0.044, 0.047], [0.061, -0.104, 0.047], [-0.074, -0.025, 0.004], [0.092, -0.089, -0.001], [-0.106, -0.152, -0.218], [-0.068, 0.360, 0.021], [-0.321, 0.127, 0.752], [0.277, -0.502, -0.492], [-0.212, 0.448, -0.048], [0.058, -0.049, 0.085], [-0.061, -0.057, 0.067], [-0.085, 0.199, 0.084], [-0.287, -0.037, 0.419], [-0.235, -0.076, 0.161], [0.405, 0.003, -0.195], [-0.062, 0.055, 0.095], [0.263, -0.128, -0.223], [-0.011, -0.126, 0.002], [0.052, -0.077, 0.007], [0.109, -0.060, -0.103]],
  "s_squared": 0.751,
  "spin_multiplicity": 2,
  "homo_lumo_gap_ev": [6.9, 6.1],
  "charge": 2
}



Entry 2:
{
  "formula": "C17H19N7O4",
  "method": "wB97M-V/def2-TZVPD",
  "species": ["N", "C", "N", "O", "N", "C", "O", "C", "C", "N", "C", "C", "N", "C", "C", "C", "C", "N", "O", "O", "C", "C", "C", "C", "N", "C", "C", "C", "H", "H", "H", "H", "H", "H", "H", "H", "H", "H", "H", "H", "H", "H", "H", "H", "H", "H", "H"],
  "positions_angstrom": [[1.5286, -4.2821, -6.3206], [0.5258, -4.0218, -5.4479], [-0.7526, -4.1115, -5.6880], [-1.3960, -3.6744, -4.5776], [-0.5213, -3.3089, -3.6139], [0.6691, -3.5037, -4.0985], [1.8364, -3.3113, -3.4904], [1.7643, -2.8035, -2.1651], [1.4125, -1.3119, -2.1508], [1.5252, -0.7743, -0.8079], [1.8070, 0.6502, -0.7869], [2.0578, 1.0665, 0.6651], [0.8942, 0.8017, 1.4805], [-0.0109, 1.7622, 1.7922], [0.0342, 3.0263, 1.1956], [-0.8600, 4.0228, 1.5227], [-1.8598, 3.8335, 2.4617], [-2.7497, 4.9190, 2.6782], [-3.8250, 4.7197, 3.2205], [-2.3944, 6.0201, 2.2879], [-1.9408, 2.5890, 3.1472], [-2.8465, 2.3217, 4.1969], [-2.8125, 1.1155, 4.8457], [-1.8666, 0.1714, 4.4366], [-1.0152, 0.3878, 3.4710], [-1.0144, 1.5579, 2.8126], [0.6041, -0.6155, 1.4547], [0.3545, -1.0537, 0.0081], [2.4322, -4.4614, -5.9156], [1.2789, -4.8206, -7.1331], [2.7589, -2.9534, -1.7415], [1.0274, -3.3810, -1.5998], [0.4043, -1.1748, -2.5716], [2.1278, -0.7951, -2.7961], [0.9730, 1.2423, -1.2034], [2.7027, 0.8414, -1.3817], [2.8718, 0.4486, 1.0576], [2.3603, 2.1096, 0.7330], [0.7522, 3.2388, 0.4215], [-0.8123, 4.9750, 1.0154], [-3.5651, 3.0729, 4.4818], [-3.4935, 0.8973, 5.6528], [-1.7947, -0.7973, 4.9143], [1.4705, -1.1532, 1.8491], [-0.2617, -0.8259, 2.0767], [-0.5380, -0.5308, -0.3798], [0.1572, -2.1251, -0.0092]],
  "forces_ev_per_angstrom": [[0.319, -0.055, -0.352], [-0.858, 0.490, 1.080], [0.817, -0.262, -0.659], [-0.242, 0.069, 0.216], [0.752, 0.130, 0.453], [-0.922, -0.373, -0.769], [-0.007, -0.065, -0.430], [0.010, 0.387, 0.613], [0.012, -0.185, -0.165], [0.026, -0.070, -0.124], [0.215, 0.059, 0.215], [0.106, 0.228, -0.415], [0.204, -0.011, 0.252], [-0.031, 0.539, -0.129], [0.216, -0.478, 0.005], [-0.666, 0.234, 0.460], [1.133, -0.749, -0.598], [-0.358, 0.795, 0.035], [-0.125, -0.013, 0.019], [-0.100, 0.119, 0.028], [0.022, 0.030, -0.131], [-0.179, -0.308, 0.342], [0.019, 0.339, -0.221], [0.080, -0.109, -0.033], [0.091, -0.180, 0.368], [-0.441, 0.444, 0.090], [-0.503, -0.600, -0.308], [0.145, -0.052, 0.322], [-0.046, -0.081, -0.081], [0.111, -0.045, 0.019], [-0.152, 0.027, -0.016], [0.110, -0.020, -0.019], [0.116, 0.084, 0.003], [-0.042, -0.021, 0.006], [0.034, -0.008, -0.014], [-0.035, 0.031, -0.014], [-0.009, 0.078, -0.033], [-0.013, -0.044, 0.041], [0.048, -0.033, -0.061], [0.010, -0.008, 0.006], [0.064, -0.058, -0.013], [-0.065, -0.010, 0.072], [-0.068, -0.066, 0.113], [-0.041, -0.031, 0.035], [0.314, -0.087, -0.217], [0.012, -0.046, -0.008], [-0.085, -0.017, 0.016]],
  "smiles": "Nc1nonc1OCCN1CCN(c2ccc([N+](=O)[O-])c3cccnc23)CC1",
  "spin_multiplicity": 1,
  "homo_lumo_gap_ev": 7.4
}



Entry 3:
{
  "formula": "C17H19NO",
  "method": "wB97M-V/def2-TZVPD",
  "species": ["C", "C", "C", "N", "C", "C", "C", "C", "C", "C", "H", "H", "H", "H", "H", "H", "H", "H", "H", "C", "C", "C", "C", "C", "C", "O", "C", "C", "H", "H", "H", "H", "H", "H", "H", "H", "H", "H"],
  "positions_angstrom": [[-5.5585, -0.4798, -0.1289], [-4.5644, -1.1272, -1.0576], [-4.7979, -2.1397, -1.9128], [-3.6152, -2.4910, -2.5873], [-2.6406, -1.5859, -2.1986], [-1.2825, -1.5718, -2.4743], [-0.4701, -0.6913, -1.7803], [-1.0184, 0.1540, -0.8108], [-2.3760, 0.1873, -0.5677], [-3.1850, -0.7351, -1.2276], [-6.2799, -1.2471, 0.1361], [-6.1097, 0.2788, -0.6863], [-5.0739, 0.0489, 0.6878], [-5.5627, -2.9036, -1.9582], [-3.6344, -2.7261, -3.5701], [-0.8135, -2.2509, -3.1836], [0.5934, -0.6836, -1.9502], [-0.3472, 0.7945, -0.2544], [-2.7595, 0.7737, 0.2509], [2.4509, -1.9828, 2.4518], [1.7522, -0.8305, 1.7371], [2.5744, 0.4280, 1.5949], [3.6509, 0.4259, 0.7229], [4.3586, 1.6036, 0.5056], [4.0397, 2.7277, 1.2327], [4.8839, 3.8259, 1.1588], [3.0046, 2.7284, 2.1637], [2.2573, 1.5734, 2.3233], [1.6997, -2.7074, 2.7797], [2.9058, -1.6019, 3.3703], [3.2808, -2.4105, 1.9100], [1.4256, -1.1751, 0.7488], [0.8256, -0.6156, 2.2708], [3.8820, -0.4749, 0.1703], [5.2203, 1.6647, -0.1557], [4.4279, 4.6035, 0.8285], [2.7959, 3.6534, 2.6825], [1.3834, 1.5859, 2.9591]],
  "forces_ev_per_angstrom": [[0.185, -0.167, -1.073], [-0.331, 0.801, 0.379], [0.645, -1.186, -0.219], [0.195, 0.516, -0.392], [0.181, -0.073, 0.474], [0.743, -0.046, -0.461], [-0.565, -0.112, 0.075], [0.204, 0.425, -0.140], [0.313, -0.605, 0.437], [-0.293, 0.025, -0.175], [-0.081, 0.178, 0.680], [-0.053, 0.098, -0.009], [-0.133, -0.409, 0.339], [-0.496, 0.595, -0.073], [-0.160, -0.405, 0.177], [-0.283, 0.013, 0.032], [0.166, -0.023, -0.074], [-0.036, 0.104, 0.056], [-0.154, 0.285, -0.003], [-0.122, 0.622, 1.009], [-0.263, -0.176, -0.276], [-0.399, -0.607, 0.233], [-0.085, 0.650, -0.216], [0.515, -0.378, 0.007], [0.134, 0.524, 0.715], [0.163, -0.075, -0.323], [0.084, -0.102, -0.591], [0.011, 0.193, -0.387], [0.339, -0.271, -0.366], [-0.061, 0.048, 0.099], [-0.048, -0.372, -0.438], [0.067, 0.095, 0.010], [0.010, 0.160, 0.078], [0.091, -0.012, -0.045], [-0.220, -0.125, 0.016], [-0.191, 0.005, 0.048], [-0.083, -0.071, 0.221], [0.011, -0.121, 0.176]],
  "smiles": "Cc1c[nH]c2ccccc12.CCc1ccc(O)cc1",
  "spin_multiplicity": 1,
  "homo_lumo_gap_ev": 8.8,
  "relative_energy_kcal_mol": 35.30
}



Entry 4:
{
  "formula": "C17H19NO",
  "method": "wB97M-V/def2-TZVPD",
  "species": ["C", "C", "C", "N", "C", "C", "C", "C", "C", "C", "H", "H", "H", "H", "H", "H", "H", "H", "H", "C", "C", "C", "C", "C", "C", "O", "C", "C", "H", "H", "H", "H", "H", "H", "H", "H", "H", "H"],
  "positions_angstrom": [[-0.8523, 1.6181, -1.9221], [-1.6816, 0.3782, -1.8240], [-1.6631, -0.6774, -2.6765], [-2.4598, -1.7047, -2.2048], [-2.7397, -1.4156, -0.8826], [-3.4620, -2.1380, 0.0528], [-3.6690, -1.6491, 1.3199], [-3.3222, -0.3071, 1.5660], [-2.6602, 0.4518, 0.6242], [-2.3304, -0.0936, -0.6171], [-0.9820, 2.2193, -1.0273], [-1.0507, 2.2395, -2.7980], [0.2027, 1.3517, -1.9583], [-1.1637, -0.6206, -3.6345], [-2.3691, -2.6573, -2.5172], [-3.6319, -3.1793, -0.1792], [-4.0319, -2.2812, 2.1147], [-3.4569, 0.1485, 2.5289], [-2.3639, 1.4702, 0.8822], [2.2558, 3.1893, 0.7825], [2.6509, 2.0785, -0.1699], [2.4787, 0.6615, 0.3251], [1.2090, 0.0988, 0.4378], [1.0216, -1.2153, 0.8340], [2.1780, -1.9467, 1.1238], [2.1320, -3.3175, 1.2874], [3.4187, -1.3577, 1.2369], [3.5248, 0.0055, 0.9515], [2.5743, 2.9457, 1.8006], [1.1843, 3.3229, 0.9155], [2.7076, 4.1631, 0.5885], [2.1016, 2.1915, -1.1057], [3.7061, 2.1851, -0.4136], [0.3332, 0.7078, 0.2449], [0.1225, -1.7978, 0.6762], [1.3687, -3.6607, 0.8103], [4.2659, -1.8970, 1.6191], [4.4542, 0.4897, 1.2078]],
  "forces_ev_per_angstrom": [[0.064, 0.099, -0.210], [0.728, -0.370, 0.855], [-0.334, 1.128, -0.482], [0.845, -0.516, 0.272], [-0.926, 1.063, 0.036], [0.722, -1.418, -0.035], [0.199, 0.883, -0.225], [0.467, -0.152, 0.070], [0.203, 0.476, 0.060], [-0.348, -0.285, -0.562], [-0.090, 0.236, 0.028], [-0.191, -0.053, 0.079], [0.091, 0.001, -0.049], [-0.262, -0.653, -0.073], [-0.050, 0.072, -0.151], [-0.450, -0.195, 0.078], [-0.298, 0.000, -0.035], [-0.265, -0.080, 0.365], [-0.109, -0.201, -0.125], [-0.054, 0.053, 1.362], [0.185, -0.050, -0.364], [-0.600, 1.135, 1.438], [-0.474, -0.056, -0.267], [1.347, -0.590, -0.605], [-0.291, -0.887, -0.234], [-0.083, 0.121, 0.015], [-0.270, 1.107, 0.544], [0.209, -1.172, -0.407], [0.248, -0.132, -0.021], [-0.221, -0.020, -0.431], [-0.082, -0.086, -0.446], [0.050, 0.020, -0.100], [0.112, 0.132, -0.129], [0.081, -0.088, -0.363], [-0.461, 0.485, 0.375], [-0.015, 0.024, 0.177], [0.102, -0.289, 0.018], [0.218, 0.257, -0.458]],
  "smiles": "Cc1c[nH]c2ccccc12.CCc1ccc(O)cc1",
  "spin_multiplicity": 1,
  "homo_lumo_gap_ev": 8.6,
  "relative_energy_kcal_mol": 39.92
}



Entry 5:
{
  "formula": "C17H19NO",
  "method": "wB97M-V/def2-TZVPD",
  "species": ["C", "C", "C", "N", "C", "C", "C", "C", "C", "C", "H", "H", "H", "H", "H", "H", "H", "H", "H", "C", "C", "C", "C", "C", "C", "O", "C", "C", "H", "H", "H", "H", "H", "H", "H", "H", "H", "H"],
  "positions_angstrom": [[2.4987, 3.1126, 1.5424], [1.4849, 2.7202, 2.5115], [1.3300, 3.0026, 3.9194], [0.1748, 2.5211, 4.3860], [-0.5576, 1.9587, 3.3095], [-1.7661, 1.3108, 3.2691], [-2.2203, 0.6812, 2.0621], [-1.4580, 0.9071, 0.8226], [-0.3143, 1.5391, 0.9164], [0.2210, 2.0812, 2.1095], [2.2798, 4.1002, 0.9303], [2.4053, 2.5878, 0.6510], [3.6208, 3.0777, 1.8339], [2.0231, 3.3590, 4.6905], [-0.2940, 2.8141, 5.2972], [-2.4700, 1.4895, 4.0999], [-3.0746, -0.0469, 2.0745], [-1.9478, 0.4515, -0.0807], [0.2028, 1.5832, 0.0524], [2.2568, -2.4057, -3.7306], [1.8291, -2.1490, -2.2032], [0.3725, -1.9545, -2.0632], [-0.3240, -2.8480, -1.3614], [-1.6806, -2.9177, -1.1921], [-2.2772, -1.8494, -1.7950], [-3.5975, -1.8965, -1.7409], [-1.6840, -0.8574, -2.6944], [-0.3321, -0.9979, -2.7625], [3.3724, -1.9372, -3.8405], [1.5352, -1.9603, -4.4205], [2.1342, -3.5239, -3.8324], [2.1590, -2.9323, -1.5458], [2.3398, -1.2001, -1.8770], [0.1530, -3.8115, -1.0494], [-2.4152, -3.7567, -0.7994], [-4.0678, -1.9800, -0.9539], [-2.1877, -0.0691, -3.2328], [0.2756, -0.2036, -3.3023]],
  "forces_ev_per_angstrom": [[2.264, 2.871, -0.874], [-2.078, 0.355, 2.537], [2.136, -0.183, -2.484], [-3.600, -0.565, 0.630], [1.702, 0.783, -0.890], [-2.489, -0.727, -0.899], [1.074, 0.738, 0.243], [-5.098, -3.020, 2.316], [1.910, 1.591, 1.666], [0.221, -0.082, 2.158], [0.455, -0.854, 2.083], [0.039, -2.214, -1.309], [-2.033, 0.220, -0.235], [-0.043, 0.186, -0.854], [1.202, -0.741, -1.918], [0.419, -0.927, -0.151], [0.641, 1.290, -0.005], [1.193, 0.655, 0.707], [2.100, 0.587, -2.748], [1.496, -0.130, 1.866], [1.211, 2.063, -1.610], [0.583, 0.296, -0.692], [0.361, -5.268, 2.084], [-1.055, 0.284, -0.225], [-0.846, 1.065, -1.356], [-2.580, 1.476, -3.119], [-0.172, -2.231, 2.245], [1.592, 2.769, -0.988], [-2.730, -1.652, -0.242], [0.387, 0.241, 0.133], [0.835, 1.142, -0.421], [0.282, -0.380, 0.105], [-0.324, -0.826, -0.159], [0.367, 1.137, 0.082], [2.267, 1.771, -0.566], [-0.388, -0.352, 2.275], [-0.468, -0.225, 0.264], [-0.832, -1.146, 0.351]],
  "smiles": "Cc1c[nH]c2ccccc12.CCc1ccc(O)cc1",
  "spin_multiplicity": 1,
  "homo_lumo_gap_ev": 8.2,
  "relative_energy_kcal_mol": 110.92
}